[1]
Here is a 6-piece molecular cluster, C41H44NO22Si overall in a non-equilibrium geometry from OMol25. Energies are from ωB97M-V with the def2-TZVPD basis set.

XYZ file:
```
109
Properties=species:S:1:pos:R:3
C 1.91791 -3.33149 4.61750
C 1.88797 -2.80580 3.19406
C 1.19263 -1.42228 3.15312
C -0.20457 -1.47259 2.49954
C -1.22393 -0.55738 3.20579
C -2.37265 -1.33316 3.82781
Si -3.36144 -2.37872 2.61070
C -5.22567 -2.32036 2.97771
C -5.57594 -2.81530 4.37298
C -2.87011 -4.22661 2.74419
N -1.55659 -4.44476 3.41539
C -0.66412 -5.25418 2.59644
C -3.10983 -1.83410 0.78913
O -3.29802 -2.75673 -0.04873
O -2.81337 -0.64449 0.51886
H 2.17460 -4.38786 4.63044
H 0.92748 -3.24423 5.04658
H 2.65244 -2.80972 5.21247
H 2.90478 -2.66650 2.84104
H 1.38034 -3.49942 2.54214
H 1.81047 -0.76286 2.54908
H 1.14450 -1.05111 4.16905
H -0.50533 -2.51206 2.48401
H -0.08654 -1.10996 1.49343
H -0.70164 -0.05118 4.01499
H -1.54753 0.23322 2.54667
H -3.06964 -0.60170 4.23945
H -2.01816 -1.89162 4.68670
H -5.67996 -2.97032 2.23662
H -5.57929 -1.31197 2.79161
H -6.65702 -2.88723 4.47139
H -5.18696 -3.80298 4.57194
H -5.26397 -2.12248 5.14333
H -3.65539 -4.78417 3.24486
H -2.77533 -4.55556 1.71834
H -1.67900 -4.95313 4.27991
H 0.20005 -5.53028 3.18702
H -0.31819 -4.68097 1.74498
H -1.15098 -6.14583 2.20200
C -5.25177 0.49881 -4.83445
C -4.04718 1.05684 -4.68910
C -3.15364 0.72087 -3.51181
O -2.04910 1.25446 -3.44958
C -3.64600 -0.20406 -2.51147
C -4.86624 -0.75523 -2.66632
C -5.73850 -0.44678 -3.85067
O -6.82440 -0.99525 -3.93519
O -5.36952 -1.59268 -1.78409
O -3.57176 1.93284 -5.56439
H -5.89653 0.72859 -5.67107
H -3.02135 -0.43027 -1.64704
H -6.25527 -1.85301 -2.09843
H -2.68355 2.19566 -5.25423
C 0.33254 5.17965 -6.42060
C 1.54551 5.72335 -6.27378
C 2.44286 5.36139 -5.12516
O 3.54121 5.89003 -5.07955
C 1.95483 4.41603 -4.14474
C 0.73372 3.86975 -4.28120
C -0.15114 4.21244 -5.44758
O -1.23201 3.67218 -5.54224
O 0.24918 3.00437 -3.40039
O 2.05051 6.61238 -7.12157
H -0.31898 5.42919 -7.24590
H 2.60292 4.17519 -3.31395
H -0.65105 2.74806 -3.70498
H 2.93818 6.83206 -6.77606
C -1.90780 6.13332 -0.11182
C -2.37266 5.90156 1.12167
C -1.91945 4.71998 1.93358
O -2.37785 4.59928 3.05507
C -0.97031 3.79923 1.33760
C -0.50495 4.02476 0.09963
C -0.93879 5.22400 -0.70276
O -0.46207 5.38619 -1.81097
O 0.36021 3.21239 -0.49235
O -3.25770 6.68693 1.72324
H -2.22487 6.98171 -0.70150
H -0.66761 2.94195 1.92293
H 0.53901 3.57971 -1.38315
H -3.41373 6.28468 2.60086
C 3.59406 -0.94089 -2.98765
C 3.58349 -2.27068 -2.87921
C 2.69796 -2.97751 -1.89507
O 2.74528 -4.19698 -1.87105
C 1.85166 -2.17953 -1.03367
C 1.85670 -0.84032 -1.14084
C 2.73144 -0.13704 -2.13936
O 2.69488 1.07881 -2.20113
O 1.10342 -0.07155 -0.37354
O 4.35125 -3.06918 -3.61731
H 4.23029 -0.42102 -3.69101
H 1.22676 -2.69747 -0.31869
H 1.26483 0.85328 -0.63926
H 4.13575 -3.97742 -3.32723
C 5.74512 -2.12272 1.39612
C 6.52269 -1.90075 2.46435
C 7.13207 -0.55260 2.73679
O 7.81385 -0.42842 3.73842
C 6.87945 0.52177 1.79340
C 6.10266 0.30125 0.72320
C 5.47655 -1.04210 0.46605
O 4.76942 -1.16008 -0.51908
O 5.83161 1.23893 -0.17352
O 6.81194 -2.83891 3.35543
H 5.29884 -3.08620 1.19160
H 7.33392 1.48190 1.99137
H 5.24397 0.83118 -0.84038
H 7.38325 -2.41046 4.02219
```

As for the largest force on an atom: 0.022 Eh/bohr. As for the charge: -1. The value obtained for the highest occupied orbital energy is -4.14 eV.

---

[2]
Here is C41H45AsBrCl2N2O5Pt as an isolated structure from OMol25. Energies are from ωB97M-V with the def2-TZVPD basis set.

XYZ file:
```
98
Properties=species:S:1:pos:R:3
Pt -0.31996 0.09444 -1.08341
C 3.48576 -0.76651 5.69052
C 3.71804 0.53431 4.91001
C 5.21992 0.82044 4.89316
C 3.01040 1.69080 5.62978
C 3.14390 0.39878 3.50074
C 1.81636 0.04997 3.32445
C 1.27418 -0.06869 2.05702
Br -0.54812 -0.60356 1.99625
C 2.00729 0.16042 0.88779
O 1.54190 0.00695 -0.36194
C 3.36969 0.52858 1.06182
C 3.88649 0.62819 2.34785
C 4.27199 0.81134 -0.14541
C 4.39874 -0.44582 -1.02022
C 3.69176 1.98414 -0.94510
C 5.69253 1.21423 0.26112
H 3.92967 -0.69229 6.68532
H 3.93967 -1.61495 5.17522
H 2.42342 -0.97779 5.81756
H 5.59051 0.87212 5.91789
H 5.44571 1.77499 4.41354
H 5.77464 0.03394 4.37734
H 3.41112 1.81298 6.63844
H 1.93779 1.50927 5.71325
H 3.15228 2.62793 5.08825
H 1.17644 -0.14354 4.17489
H 4.92341 0.90231 2.45737
H 3.42238 -0.82143 -1.31511
H 4.90534 -1.23621 -0.46350
H 4.99064 -0.23156 -1.91539
H 2.67862 1.75939 -1.25577
H 4.31753 2.18274 -1.82446
H 3.67701 2.88667 -0.32856
H 6.20342 0.41749 0.80337
H 5.70192 2.11479 0.87751
H 6.27275 1.42254 -0.64036
O 2.46833 -0.75877 -4.54475
C 1.76636 -0.63710 -3.58164
O 1.31301 0.57424 -3.17632
C 1.20974 -1.80985 -2.82352
C 1.75595 -3.04873 -3.19152
C 1.24822 -4.18762 -2.63970
C 0.14619 -4.10124 -1.77331
C -0.45383 -5.25810 -1.21775
C -1.54361 -5.14643 -0.41062
C -2.08594 -3.87145 -0.13182
C -1.52512 -2.73620 -0.63627
C -0.37626 -2.82014 -1.46231
N 0.21660 -1.68049 -1.95802
H 2.56754 -3.06410 -3.90108
H 1.66497 -5.15679 -2.88248
H -0.02878 -6.22445 -1.45636
H -2.00341 -6.02883 0.01312
H -2.96219 -3.78955 0.49777
H -1.95550 -1.77139 -0.40944
C 2.47428 2.39784 -5.23129
As 0.92107 1.88759 -4.25486
C 0.32450 3.21413 -3.03336
C -0.45171 1.22544 -5.39474
H 2.18997 3.14065 -5.97654
H 2.88619 1.51155 -5.70758
H 3.19895 2.81751 -4.53637
H -0.31028 3.92783 -3.55719
H 1.19478 3.71283 -2.61387
H -0.23422 2.70678 -2.24445
H -0.79820 2.04001 -6.03002
H -1.26395 0.84901 -4.77244
H -0.03728 0.43111 -6.01361
Cl -6.85735 -0.61811 -2.33662
C -6.47619 -1.57451 -0.93593
C -7.12640 -2.78141 -0.75783
C -6.84239 -3.54806 0.36091
C -5.88728 -3.11920 1.26699
C -5.21586 -1.92645 1.05115
Cl -3.95788 -1.47476 2.15413
C -5.51479 -1.09925 -0.03603
N -4.85760 0.11145 -0.26147
C -4.90370 1.20353 0.62411
C -5.63879 1.16998 1.80574
C -5.61384 2.24479 2.67829
C -4.87473 3.37882 2.37799
C -4.17894 3.42863 1.18120
C -4.18938 2.35979 0.29603
C -3.46470 2.46425 -1.02537
C -2.24586 1.59992 -1.08521
O -1.21068 1.84551 -0.39297
O -2.19238 0.57260 -1.84200
H -7.86107 -3.10015 -1.48342
H -7.36308 -4.48122 0.52434
H -5.64266 -3.70803 2.14031
H -4.79760 0.35226 -1.23837
H -6.22962 0.29620 2.04459
H -6.18448 2.19429 3.59616
H -4.85113 4.21853 3.05835
H -3.61629 4.31748 0.92143
H -3.14964 3.49876 -1.16897
H -4.10720 2.19167 -1.86645
```

As for the largest force on an atom: 0.006 Eh/bohr. As for the charge: +1. The value obtained for the highest occupied orbital energy is -9.38 eV.